Record 1
DFT (wB97M-V/def2-TZVPD) results for a single H4N3P molecule in a non-equilibrium geometry.

Each line ends with the Löwdin charge.
Geometry (Å):
1 P 0.31894 -0.83402 -0.36384  0.743
2 N -1.05698 0.23436 0.12978  -0.433
3 N -0.92605 0.82383 1.48135  -0.082
4 N -0.61482 1.56327 0.33211  -0.198
5 H 0.48412 -0.00834 -1.48769  -0.134
6 H -0.65521 -1.73247 -1.00844  -0.094
7 H -0.10066 0.46423 1.89180  0.025
8 H 0.55437 1.86779 -0.03989  0.173

Properties
Energy above the lowest of the compared OMol25 structures with the same formula, charge and spin ... 3.7973 eV
Orbital gap ... 9.468 eV

---

Record 2
DFT (wB97M-V/def2-TZVPD) results for 2 unconnected molecules or ions with the total composition H4N3P in a non-equilibrium geometry.

Each line ends with the Löwdin charge.
Geometry (Å):
1 N -0.93117 1.44399 1.63240  0.130
2 N -1.34967 0.47643 1.95735  -0.618
3 N 0.78671 -0.48700 0.38925  -0.042
4 P -1.78997 -1.02272 2.14608  0.635
5 H 1.71395 -0.78835 0.85664  0.077
6 H 0.88300 -0.60978 -0.60191  0.011
7 H -0.98099 -1.43187 1.00800  -0.156
8 H 0.60551 0.48771 0.58195  -0.035

Properties
Energy above the lowest of the compared OMol25 structures with the same formula, charge and spin ... 0.4988 eV
Orbital gap ... 8.411 eV

---

Record 3
DFT (wB97M-V/def2-TZVPD) results for a molecular structure, H4N4 in a non-equilibrium geometry.

Each line ends with the Löwdin charge.
Geometry (Å):
1 N -0.22596 -0.87435 0.29223  -0.146
2 N 0.84042 -0.12532 0.71616  -0.103
3 N -0.39058 -0.07600 -0.86429  -0.048
4 N 0.92670 0.39662 -0.49857  -0.083
5 H -1.17495 -1.09509 0.71864  0.140
6 H -0.32434 1.07880 1.95803  0.015
7 H -0.69972 -0.67207 -1.66504  0.123
8 H 1.04842 1.36740 -0.65716  0.102

Properties
Energy above the lowest of the compared OMol25 structures with the same formula, charge and spin ... 8.2351 eV
Orbital gap (alpha / beta) ... 9.617 / 6.953 eV

---

Record 4
DFT (wB97M-V/def2-TZVPD) results for a single H4N4 molecule in a non-equilibrium geometry.

Each line ends with the Löwdin charge.
Geometry (Å):
1 N -2.15546 -0.23141 0.07871  0.078
2 N 0.07572 -1.14530 0.08846  0.031
3 N -0.29230 1.12620 -0.22106  0.052
4 N -0.98449 -0.10048 0.09616  -0.498
5 H 0.49147 -0.89070 -0.82594  0.058
6 H -0.38520 -2.12830 -0.18935  0.130
7 H -0.82241 1.95945 0.02883  0.079
8 H 0.38509 1.23339 0.53484  0.071

Properties
Energy above the lowest of the compared OMol25 structures with the same formula, charge and spin ... 3.4845 eV
Orbital gap ... 9.510 eV

---

Record 5
DFT (wB97M-V/def2-TZVPD) results for 2 unconnected molecules or ions with the total composition H4N4O2 in a non-equilibrium geometry.

Each line ends with the Löwdin charge.
Geometry (Å):
1 N -1.73133 -0.25046 -0.45397  0.050
2 N -0.77901 -0.71032 0.29598  -0.112
3 N 0.34012 -0.26693 0.26574  -0.097
4 O 0.55058 0.84243 -0.60005  -0.075
5 H -1.46365 0.39246 -1.17776  0.081
6 H -2.45270 -0.83485 -0.83690  0.100
7 H 1.50294 0.98844 -0.44241  0.020
8 N 3.05079 -0.57528 0.06082  0.069
9 O 3.12820 0.46954 -0.54636  -0.074
10 H 2.12062 -1.01479 -0.11798  0.038

Properties
Energy above the lowest of the compared OMol25 structures with the same formula, charge and spin ... 0.9522 eV
Orbital gap ... 8.971 eV

---

Record 6
DFT (wB97M-V/def2-TZVPD) results for 2 unconnected molecules or ions with the total composition H4NO2P2 in a non-equilibrium geometry.

Each line ends with the Löwdin charge.
Geometry (Å):
1 N -0.29650 -0.11940 -1.48269  -0.206
2 O 0.84442 -1.87077 0.19490  -0.462
3 O -1.93715 0.70511 1.09503  -0.612
4 P 1.81195 1.09112 0.30116  0.327
5 P 0.48562 -0.45401 -0.05807  0.245
6 H -0.81073 0.77332 -1.31912  0.037
7 H -0.92670 -0.96472 -1.64004  0.068
8 H 2.40209 -0.07552 0.90626  -0.260
9 H -1.57300 0.91488 2.00257  -0.136

Properties
Energy above the lowest of the compared OMol25 structures with the same formula, charge and spin ... 3.6446 eV
Orbital gap ... 7.262 eV
Charge ... -1

---

Record 7
DFT (wB97M-V/def2-TZVPD) results for 2 unconnected molecules or ions with the total composition H4NO2PS in a non-equilibrium geometry.

Each line ends with the Löwdin charge.
Geometry (Å):
1 N -1.11231 0.48176 0.74823  -0.301
2 O 2.79243 -0.95870 -0.98931  -0.603
3 O -2.93966 -0.16765 -1.15593  -0.581
4 P 3.42788 -0.48144 0.26461  0.747
5 S -2.30795 -0.63398 0.05494  0.777
6 H -0.47443 1.06274 0.01994  0.109
7 H -1.64532 1.20085 1.18996  -0.018
8 H 3.40286 0.99056 0.16801  -0.145
9 H -1.14350 -1.49413 -0.30045  0.015

Properties
Energy above the lowest of the compared OMol25 structures with the same formula, charge and spin ... 5.1641 eV
Orbital gap ... 8.510 eV

---

Record 8
DFT (wB97M-V/def2-TZVPD) results for a molecular structure, H4NOP2 in a non-equilibrium geometry.

Each line ends with the Löwdin charge.
Geometry (Å):
1 N 0.46297 0.18349 0.37656  -0.804
2 O 1.05007 0.44247 1.54553  -0.615
3 P 0.09173 -1.54160 0.80949  0.596
4 P -1.28291 1.18482 0.22645  0.545
5 H -0.43426 -2.08323 -0.44199  -0.174
6 H 1.39141 -2.01776 0.66777  -0.165
7 H -1.20937 2.19967 1.35797  -0.148
8 H -1.96347 0.19468 0.98958  -0.234

Properties
Energy above the lowest of the compared OMol25 structures with the same formula, charge and spin ... 4.4357 eV
Orbital gap (alpha / beta) ... 6.845 / 6.843 eV
Charge ... -1

---

Question: Look up the energy above the lowest of the compared OMol25 structures with the same formula, charge and spin of the seventh one.
Answer: 5.1641 eV

---

Question: Which of these has the highest energy above the lowest of the compared OMol25 structures with the same formula, charge and spin?
Answer: number 3

---

Question: Which value of energy above the lowest of the compared OMol25 structures with the same formula, charge and spin does entry 4 give?
Answer: 3.4845 eV

---

Copy entry 6 word for word.
DFT (wB97M-V/def2-TZVPD) results for 2 unconnected molecules or ions with the total composition H4NO2P2 in a non-equilibrium geometry.

Each line ends with the Löwdin charge.
Geometry (Å):
1 N -0.29650 -0.11940 -1.48269  -0.206
2 O 0.84442 -1.87077 0.19490  -0.462
3 O -1.93715 0.70511 1.09503  -0.612
4 P 1.81195 1.09112 0.30116  0.327
5 P 0.48562 -0.45401 -0.05807  0.245
6 H -0.81073 0.77332 -1.31912  0.037
7 H -0.92670 -0.96472 -1.64004  0.068
8 H 2.40209 -0.07552 0.90626  -0.260
9 H -1.57300 0.91488 2.00257  -0.136

Properties
Energy above the lowest of the compared OMol25 structures with the same formula, charge and spin ... 3.6446 eV
Orbital gap ... 7.262 eV
Charge ... -1